[1]
C61H50CdI2P3Si as an isolated structure, computed with ωB97M-V/def2-TZVPD.

Computed properties:
total charge = +1
frontier orbital gap = 4.52 eV
HOMO level = -9.5 eV
E_LUMO = -5.03 eV

Element x y z (Å)
I -4.300 0.823 3.039
I -6.668 0.635 4.456
Cd -1.478 0.837 1.858
P 1.238 -0.416 -1.515
P 0.242 -2.080 1.066
P -1.465 3.149 -0.085
Si -1.876 -0.556 -0.342
C 2.565 -0.690 5.142
C -2.058 -2.312 -4.099
C -0.803 -2.106 -4.651
C -1.687 3.965 -2.755
C -0.996 2.215 5.086
C 0.336 2.752 -0.429
C 2.457 3.656 -1.190
C 0.230 -4.264 -0.556
C -1.645 4.401 -1.429
C 2.848 2.734 -4.473
C -3.038 -4.207 2.351
C -1.447 -2.700 1.387
C -1.777 4.879 -3.785
C 3.161 2.838 -0.325
C 2.997 -1.293 4.020
C 0.125 2.098 4.340
C -0.059 -1.146 -2.573
C -1.829 6.673 -2.189
C 3.745 2.009 -3.706
C 2.502 -1.746 -1.550
C 1.071 1.923 0.423
C 4.638 -2.480 -0.699
C 3.412 -3.868 -2.214
C 2.393 -2.933 -2.262
C 4.537 -3.643 -1.442
C 0.914 -3.690 0.515
C 1.489 2.474 -4.373
C -5.425 1.179 -1.555
C 0.741 0.781 4.143
C 2.245 -1.554 2.815
C -1.721 5.758 -1.152
C -3.789 -2.360 1.001
C 1.035 1.499 -3.507
C -4.023 3.012 -0.949
C -1.721 -3.829 2.145
C -1.247 -0.186 5.363
C 0.016 -0.456 4.669
C -1.847 6.236 -3.503
C 1.933 0.745 -2.756
C 0.068 -1.821 3.977
C 2.455 1.961 0.479
C -4.066 -3.461 1.796
C -3.133 0.785 -0.845
C -2.475 -1.979 0.778
C 0.928 -1.840 2.750
C 1.301 0.016 5.337
C -4.376 0.325 -1.279
C 3.292 1.019 -2.852
C -5.254 2.537 -1.352
C -1.332 -1.299 -2.029
C -1.686 1.063 5.593
C 0.195 -1.532 -3.887
C -2.929 2.162 -0.736
C -2.320 -1.908 -2.804
C 1.728 -6.130 -0.524
C 2.018 -4.336 1.049
C 0.856 3.278 3.777
C 2.420 -5.556 0.528
C 1.075 3.623 -1.237
C 0.629 -5.481 -1.067
C 3.624 -1.540 -0.748
H 0.476 -2.530 4.709
H 3.250 -0.617 5.976
H 1.176 0.485 6.306
H -2.617 1.224 6.114
H -0.906 -4.404 2.560
H 2.983 4.340 -1.836
H 2.046 -7.082 -0.924
H -1.814 -1.043 5.696
H -6.080 3.219 -1.495
H -1.921 6.947 -4.311
H 2.815 -1.590 1.892
H 2.972 1.308 1.167
H 5.329 -4.377 -1.411
H 4.028 -1.624 3.987
H 4.238 2.897 -0.270
H -0.605 -2.396 -5.672
H -6.371 0.787 -1.895
H 1.003 3.190 2.699
H 0.575 4.309 -1.900
H 1.842 3.329 4.238
H -1.795 4.535 -4.810
H -2.841 -2.768 -4.685
H -1.634 2.906 -2.971
H -4.594 -1.789 0.559
H 1.174 -1.357 -4.312
H 5.509 -2.305 -0.085
H 1.515 -3.149 -2.851
H 3.318 -4.779 -2.785
H -1.895 7.729 -1.971
H -4.530 -0.736 -1.384
H 1.372 0.690 3.263
H 3.205 3.495 -5.150
H -3.302 -2.076 -2.391
H -5.094 -3.738 1.975
H 2.556 -3.900 1.878
H -1.416 3.191 5.284
H 0.784 3.035 -4.968
H 4.001 0.452 -2.267
H 3.696 -0.630 -0.165
H -0.026 1.301 -3.419
H 0.557 1.235 1.096
H -0.621 -3.749 -0.984
H 0.318 4.197 3.990
H -3.914 4.075 -0.786
H 0.089 -5.920 -1.892
H 4.804 2.218 -3.767
H -1.700 6.097 -0.124
H -3.264 -5.081 2.941
H 3.279 -6.056 0.952
H -0.956 -2.133 3.740

***

[2]
An isolated ion of composition C18H20NO and charge +1, computed with ωB97M-V/def2-TZVPD.

Computed properties:
total charge = +1
frontier orbital gap = 9.38 eV
HOMO level = -11.9 eV
SMILES = COc1ccc([NH2+][C@@]2(c3ccccc3)C=CCC2)cc1
E_LUMO = -2.56 eV
energy relative to the best compared isomer or geometry (same formula, charge and spin) = 21.1 kcal/mol

Element x y z (Å)
O 3.779 3.072 -0.204
N -1.135 0.542 -0.733
C 0.190 1.080 -0.415
C -0.321 -2.216 1.127
C 5.053 2.418 -0.280
C -3.425 -0.955 -1.949
C 1.323 0.290 -0.374
C -2.245 -1.480 -2.713
C -1.192 -1.149 0.915
C 2.571 0.913 -0.201
C -1.620 -0.765 -0.481
C 1.454 3.103 -0.169
C 2.643 2.330 -0.165
C -0.004 -2.598 2.434
C 0.237 2.471 -0.323
C -3.116 -0.644 -0.676
C -1.130 -1.631 -1.654
C -0.617 -1.954 3.512
C -1.514 -0.909 3.283
C -1.809 -0.496 1.978
H 5.747 3.254 -0.306
H 5.144 1.810 -1.191
H -3.764 -0.327 0.141
H -1.076 -2.674 -1.325
H -1.893 -0.789 -3.495
H -2.541 0.298 1.797
H -4.408 -0.894 -2.412
H -0.389 -2.271 4.531
H -2.022 -0.414 4.112
H 3.485 0.312 -0.131
H 0.701 -3.414 2.583
H 1.266 -0.802 -0.423
H -2.456 -2.451 -3.180
H -0.145 -1.309 -2.013
H -1.216 0.711 -1.741
H 5.228 1.795 0.607
H 0.113 -2.749 0.276
H 1.544 4.188 -0.089
H -1.761 1.231 -0.320
H -0.676 3.071 -0.334

***

[3]
C40H35As2CdF3NO7PSSe2 as an isolated structure, computed with ωB97M-V/def2-TZVPD.

Computed properties:
total charge = -2
frontier orbital gap (spin up / spin down) = 6.02 / 6.02 eV
HOMO level (spin up / spin down) = -2.3 / -2.3 eV
E_LUMO (spin up / spin down) = 3.73 / 3.73 eV
energy relative to the best compared isomer or geometry (same formula, charge and spin) = 22.9 kcal/mol

Element x y z (Å)
Cd -0.580 2.211 -0.194
Se 1.242 -1.693 -1.645
Se 1.778 1.907 -1.834
As -3.430 -2.250 2.849
As -0.031 -1.688 2.462
S -1.735 4.402 -1.023
P 2.666 -0.103 -1.711
F -4.133 -3.649 -3.493
F -2.795 -4.643 -2.083
F -2.001 -3.990 -3.973
O -2.009 2.872 -7.646
O -1.153 4.923 -7.624
O -1.815 1.677 1.596
O 0.873 2.379 1.612
O -0.443 2.485 6.115
O 1.925 2.389 4.437
O -2.809 1.781 4.421
N -1.642 0.149 -1.346
C 4.060 -1.064 -5.387
C -2.247 -1.102 6.630
C -1.416 3.887 -5.527
C 0.473 -3.608 2.346
C -2.926 -1.563 5.524
C -2.482 3.292 -3.411
C 0.219 2.166 2.722
C 3.890 -0.153 -0.385
C -1.596 4.134 -2.729
C -2.836 -3.604 -2.959
C 1.669 -0.929 2.814
C -1.912 -1.322 -3.170
C 5.368 -0.171 1.903
C 4.630 -1.298 -0.106
C 3.679 -0.138 -3.219
C 0.801 2.311 4.032
C -0.854 -1.676 4.199
C 5.382 -1.290 1.078
C -1.575 -0.066 -2.634
C 5.136 -0.195 -5.579
C 3.321 -1.008 -4.204
C -1.124 1.854 2.669
C -4.538 -0.620 2.856
C -0.150 -1.342 5.331
C -4.661 -3.403 3.836
C -2.487 -2.046 -0.986
C -0.585 4.766 -3.538
C 3.868 0.924 0.462
C -0.834 -1.054 6.544
C -0.483 4.653 -4.906
C -0.435 2.206 4.948
C -1.487 3.946 -6.983
C 4.610 0.959 1.604
C -2.364 3.183 -4.771
C -1.635 1.855 4.085
C 4.824 0.743 -3.380
C -2.229 -1.716 4.328
C -2.044 -0.809 -0.516
C -2.436 -2.289 -2.346
C 5.518 0.662 -4.565
H 6.052 -2.100 1.266
H -3.283 2.662 -2.999
H -4.982 -0.396 3.843
H 4.436 1.765 2.365
H 2.114 -1.331 3.753
H -2.709 -0.784 7.607
H -1.274 0.792 -3.198
H -5.152 -2.816 4.590
H 0.903 -1.135 5.244
H -5.341 -0.841 2.141
H 2.464 -1.636 -4.090
H 0.256 5.185 -5.472
H -0.288 -0.594 7.404
H -2.006 -0.621 0.536
H 4.990 1.472 -2.648
H 1.641 0.103 2.775
H 4.556 -2.067 -0.840
H -5.387 -3.907 3.104
H -1.942 -1.464 -4.258
H -4.095 -4.152 4.399
H 6.026 -0.164 2.789
H 1.088 -3.967 3.153
H 5.596 -0.335 -6.542
H 3.695 -1.711 -6.159
H 1.030 -3.595 1.423
H -2.890 -2.805 -0.314
H 3.284 1.780 0.204
H -3.096 2.613 -5.220
H 2.289 -1.299 1.969
H -0.379 -4.310 2.335
H -3.895 0.216 2.554
H -2.157 2.158 -7.009
H -4.017 -1.569 5.477
H 0.218 5.238 -2.923
H 6.236 1.378 -4.789

***

[4]
A 2-piece molecular cluster, CHClN4OP overall, computed with ωB97M-V/def2-TZVPD.

Computed properties:
total charge = -1
frontier orbital gap = 8.66 eV
HOMO level = -5.1 eV
E_LUMO = 3.52 eV
energy relative to the best compared isomer or geometry (same formula, charge and spin) = 46.6 kcal/mol

Element x y z (Å)
Cl -2.099 2.030 0.732
P -0.044 1.889 -0.169
O -0.279 1.323 -1.560
N 0.927 0.507 2.277
N -0.110 -2.388 -2.041
N 0.663 -1.517 -0.046
N 0.260 -1.914 -1.058
C 0.488 0.682 1.227
H 0.193 -0.613 0.637

***

The evaluated molecular weight for the records listed, in turn: 1270.3; 266.4; 1181.9; 151.5 g mol⁻¹.
The evaluated electronic energy for the records listed, in turn: -120570.3168; -22520.7204; -343085.2594; -30872.2494 eV.